Record 1
48
Properties=species:S:1:pos:R:3:forces:R:3 method="wB97M-V/def2-TZVPD" smiles="O=C(Br)C[C@H]1CCC(=O)N1.CCOC(=O)OC.CCOC(=O)OC" e_homo_ev=-10.22 fmax_ev_per_a=9.493
O -0.448 0.293 3.638 -1.9 -9.3 -0.4
C -0.725 -1.013 3.478 1.8 7.0 -0.9
Br -1.185 -2.241 5.040 0.5 1.4 -1.8
C -0.699 -1.588 1.937 -1.0 -0.9 0.4
C 0.749 -2.179 1.446 0.6 1.8 -0.1
C 2.066 -1.205 1.383 2.0 -0.4 -0.5
C 3.200 -2.402 1.098 -0.8 0.4 -0.3
C 2.550 -3.717 1.901 2.8 -4.1 0.1
O 3.119 -4.931 2.078 -4.1 8.2 -1.0
N 1.190 -3.231 2.438 2.3 -0.2 -0.9
H -1.131 -0.721 1.252 1.2 -1.8 1.5
H -1.455 -2.513 1.921 1.7 2.1 0.0
H 0.658 -2.547 0.331 -0.2 0.2 2.4
H 2.245 -0.516 0.445 -1.1 -1.1 2.0
H 2.382 -0.601 2.363 -1.2 -1.4 -2.0
H 4.295 -2.138 1.421 -2.2 -0.7 -0.4
H 3.178 -2.443 -0.084 0.2 -0.7 2.5
H 1.543 -2.650 3.255 -0.8 -1.0 -0.7
C -2.635 6.329 1.057 -0.2 -0.3 0.1
C -1.155 6.644 1.197 -0.4 0.2 -0.5
O -0.609 6.043 2.378 0.4 -0.9 0.0
C -0.393 4.708 2.310 -0.1 -0.4 0.0
O -0.610 3.989 1.348 0.3 1.0 1.2
O 0.089 4.297 3.512 -0.3 0.8 -1.1
C 0.258 2.885 3.612 -0.1 -0.5 0.1
H -3.178 6.620 1.962 0.1 0.1 -0.1
H -3.063 6.857 0.200 0.1 0.0 0.1
H -2.804 5.257 0.917 0.1 0.2 -0.1
H -1.027 7.727 1.305 0.2 -0.3 0.3
H -0.588 6.338 0.310 -0.1 -0.1 0.2
H 0.882 2.500 2.799 -0.3 0.1 0.1
H -0.720 2.392 3.616 0.4 0.3 -0.2
H 0.758 2.669 4.560 -0.1 0.3 -0.1
C -2.098 -1.282 -5.444 -0.1 -0.3 0.1
C -0.618 -0.967 -5.303 -0.4 0.2 -0.6
O -0.072 -1.568 -4.122 0.4 -1.0 0.2
C 0.145 -2.903 -4.191 -0.3 -0.2 -0.4
O -0.072 -3.622 -5.152 0.4 1.0 1.3
O 0.626 -3.314 -2.988 -0.3 0.5 -0.8
C 0.795 -4.726 -2.888 0.1 -0.6 0.1
H -2.640 -0.991 -4.538 0.1 0.1 -0.1
H -2.526 -0.754 -6.301 0.1 0.0 0.1
H -2.266 -2.354 -5.584 0.1 0.2 -0.1
H -0.490 0.115 -5.196 0.2 -0.3 0.3
H -0.051 -1.273 -6.190 -0.1 -0.1 0.2
H 1.419 -5.111 -3.702 -0.3 0.1 0.1
H -0.183 -5.219 -2.884 0.2 0.0 -0.2
H 1.295 -4.942 -1.940 -0.1 0.3 -0.1

---

Record 2
44
Properties=species:S:1:pos:R:3:forces:R:3 method="wB97M-V/def2-TZVPD" e_homo_ev="-16.87 / -16.87" fmax_ev_per_a=8.327 multiplicity=9 s_squared=20.025 charge=+3
C -2.697 1.115 -3.390 -0.6 0.3 -0.4
C -3.097 0.042 -2.355 -1.7 2.0 2.3
O -3.674 0.401 -1.332 1.1 -0.3 -1.4
O -2.918 -1.306 -2.476 2.4 -0.5 0.7
C -1.499 -1.689 -2.455 -1.3 0.0 -0.2
O -1.032 -1.837 -3.513 1.5 -0.4 -1.2
C -0.689 -1.938 -1.144 -1.0 0.8 1.1
C 0.391 -0.790 -0.810 -0.6 -0.7 -0.5
C 1.263 -0.390 -2.053 -0.6 -0.2 -0.5
C 1.355 -1.409 0.297 0.5 0.8 -0.4
C 1.199 -0.705 1.698 2.4 -3.5 -0.5
C -0.078 -1.125 2.511 -0.4 -0.2 -0.5
C 2.453 -1.164 2.579 -1.0 0.9 -0.5
N 1.373 0.734 1.487 -3.8 2.8 6.8
O 1.768 1.364 2.540 0.0 -2.1 -4.6
C 0.252 1.383 0.772 -0.5 1.1 -3.6
C -0.889 1.979 1.675 -0.8 0.6 1.0
C 0.891 2.634 -0.004 0.7 1.1 1.3
C -0.439 0.481 -0.341 0.7 -0.8 0.3
H -1.613 1.394 -3.351 -0.7 -0.6 -0.3
H -3.261 2.051 -3.113 0.5 -1.1 -0.1
H -3.033 0.869 -4.433 0.7 -0.1 1.0
H -0.200 -2.940 -1.112 -0.5 0.7 -0.8
H -1.439 -1.942 -0.305 0.7 -0.1 -0.6
H 1.782 -1.269 -2.519 -0.4 0.7 0.6
H 0.572 0.002 -2.846 0.7 -0.3 0.7
H 2.002 0.415 -1.823 -0.5 -0.6 0.0
H 2.403 -1.180 -0.045 -0.8 -0.2 0.3
H 1.315 -2.529 0.363 -0.3 1.0 0.2
H -1.012 -0.758 2.019 0.8 -0.2 0.7
H -0.169 -2.249 2.493 0.3 1.0 -0.3
H -0.007 -0.838 3.587 -0.3 0.3 -0.8
H 2.212 -0.814 3.661 -2.3 2.3 -4.8
H 3.415 -0.633 2.288 -0.7 -0.8 0.3
H 2.549 -2.316 2.640 -0.2 1.2 -0.7
H -0.567 2.321 2.684 0.2 -0.2 -0.7
H -1.281 2.891 1.151 0.4 -0.9 0.3
H -1.773 1.303 1.812 1.0 0.3 -0.3
H 0.981 3.442 0.772 0.0 -0.6 -0.7
H 0.216 3.024 -0.797 0.6 -0.7 0.5
H 1.929 2.423 -0.346 -0.9 0.1 -0.2
H -0.604 1.110 -1.254 0.1 -0.5 1.0
H -1.455 0.163 0.021 0.9 0.4 -0.2
Gd 3.101 -1.720 4.765 3.6 -3.2 5.5

---

Record 3
42
Properties=species:S:1:pos:R:3:forces:R:3 method="wB97M-V/def2-TZVPD" e_homo_ev=-8.50 fmax_ev_per_a=4.000
C -0.609 -2.966 0.546 0.4 0.6 0.6
C -1.272 -1.939 1.511 0.0 0.0 -1.3
C -2.157 -2.779 2.415 0.5 0.4 1.6
C -2.168 -0.905 0.803 1.7 1.9 -2.9
N -1.872 -0.074 -0.196 -1.3 -2.0 3.2
C -0.537 0.020 -0.793 -0.5 -1.0 0.2
C -0.625 -0.593 -2.191 -1.7 0.6 -0.6
C -1.445 0.292 -3.199 0.1 -0.3 0.5
C -0.952 1.736 -3.232 1.4 -0.4 -0.3
C -0.905 2.287 -1.814 -0.5 0.7 0.6
C -0.055 1.459 -0.854 0.3 -0.2 0.1
N 0.024 2.055 0.480 1.6 -0.3 2.0
C 0.913 1.771 1.399 -1.1 0.6 -2.4
C 2.179 0.860 1.428 0.7 0.0 0.3
C 3.082 1.369 2.599 -0.6 0.4 -0.3
C 3.052 0.851 0.145 0.1 0.4 0.3
S 1.839 -0.948 1.816 -1.2 0.2 0.1
S -0.110 -1.034 2.610 1.1 -0.1 0.3
H -0.201 -3.770 1.182 -0.3 0.0 -0.5
H -1.352 -3.314 -0.181 0.2 -0.1 0.3
H 0.235 -2.542 0.006 -0.1 0.0 -0.1
H -2.833 -3.346 1.817 -0.6 -0.5 -0.5
H -1.540 -3.445 3.022 0.0 -0.2 -0.3
H -2.728 -2.216 3.163 0.0 0.2 -0.3
H -3.176 -0.900 1.241 0.1 0.4 -0.6
H 0.208 -0.549 -0.248 0.1 -0.1 0.3
H -1.109 -1.594 -2.114 0.6 0.6 -0.1
H 0.360 -0.660 -2.596 0.9 -0.4 -0.2
H -1.419 -0.184 -4.181 0.1 0.1 0.0
H -2.490 0.339 -2.905 -0.2 -0.3 0.2
H 0.077 1.758 -3.666 -0.4 -0.1 0.3
H -1.527 2.366 -3.919 -0.2 -0.1 0.3
H -1.923 2.312 -1.398 0.2 0.1 -0.1
H -0.503 3.304 -1.793 -0.2 0.0 -0.1
H 0.953 1.442 -1.256 0.3 -0.2 -0.3
H 0.857 2.419 2.284 -0.2 -0.4 -0.1
H 4.058 0.880 2.686 -0.3 -0.1 -0.4
H 3.247 2.437 2.405 0.1 -0.1 0.2
H 2.586 1.254 3.566 -0.1 0.1 -0.1
H 2.523 0.421 -0.673 -0.4 -0.4 -0.6
H 3.341 1.869 -0.172 -0.1 -0.3 0.4
H 3.974 0.255 0.257 -0.4 0.2 0.3

---

Record 4
43
Properties=species:S:1:pos:R:3:forces:R:3 method="wB97M-V/def2-TZVPD" smiles="CCCCOC1=CC=C2CSCCN(C(N)=[NH2+])[C@H]2C1" e_homo_ev=-10.97 fmax_ev_per_a=0.820 charge=+1
C 1.855 4.431 -3.093 -0.2 0.0 0.1
C 0.548 3.708 -2.797 0.3 -0.2 0.0
C 0.676 2.202 -3.016 -0.5 0.2 0.2
C -0.624 1.466 -2.689 0.4 0.0 -0.6
O -1.006 1.629 -1.331 -0.2 0.0 0.4
C -0.336 1.019 -0.337 0.1 0.2 0.4
C -0.302 1.602 0.878 -0.3 0.1 -0.8
C 0.285 0.941 2.004 0.4 -0.6 -0.1
C 0.685 -0.340 1.964 0.2 0.2 0.1
C 1.173 -1.069 3.160 -0.3 -0.2 0.3
S -0.020 -2.394 3.659 -0.1 0.2 0.3
C -1.576 -1.562 3.195 0.6 -0.3 0.2
C -1.779 -1.500 1.662 -0.3 0.1 0.2
N -0.664 -2.053 0.911 -0.1 -0.3 -0.3
C -0.591 -3.358 0.676 -0.1 0.3 -0.1
N -1.479 -4.202 1.214 -0.1 -0.1 0.0
N 0.325 -3.860 -0.159 0.2 -0.1 0.0
C 0.500 -1.158 0.710 0.1 0.3 -0.1
C 0.347 -0.310 -0.562 -0.1 0.1 -0.1
H 1.739 5.500 -2.938 0.1 0.1 0.0
H 2.649 4.075 -2.440 0.1 0.0 0.0
H 2.158 4.266 -4.124 0.1 0.0 -0.1
H -0.239 4.098 -3.445 -0.1 0.0 0.0
H 0.250 3.895 -1.763 -0.1 0.0 0.0
H 1.486 1.815 -2.392 0.1 -0.1 0.0
H 0.928 1.999 -4.059 0.1 -0.1 0.0
H -1.451 1.906 -3.250 0.1 -0.1 0.0
H -0.546 0.406 -2.959 -0.1 0.1 0.1
H -0.737 2.577 1.012 -0.1 0.2 -0.1
H 0.400 1.514 2.912 0.0 0.0 0.2
H 1.291 -0.401 4.012 0.1 0.0 -0.1
H 2.107 -1.604 2.985 0.1 0.1 0.0
H -1.551 -0.563 3.625 -0.2 0.0 0.0
H -2.367 -2.128 3.686 -0.1 0.0 0.1
H -1.880 -0.460 1.347 -0.1 -0.2 0.0
H -2.689 -2.025 1.367 0.1 0.1 0.0
H -1.406 -5.188 1.023 0.0 0.1 0.0
H -1.971 -3.945 2.054 0.1 0.0 0.0
H 0.905 -3.271 -0.730 -0.1 0.0 0.0
H 0.392 -4.853 -0.301 0.1 0.1 0.0
H 1.377 -1.804 0.603 -0.1 0.1 0.0
H 1.344 -0.114 -0.967 0.0 0.0 -0.1
H -0.208 -0.887 -1.306 0.1 0.0 0.0

---

Record 5
47
Properties=species:S:1:pos:R:3:forces:R:3 method="wB97M-V/def2-TZVPD" smiles="CNC(=O)[C@@H](CCSC)NC(=O)[C@@H](Cc1c[nH]c[nH+]1)NC(C)=O" e_homo_ev=-10.46 fmax_ev_per_a=2.870 charge=+1
C 1.392 3.745 -2.252 -0.4 0.4 1.8
N 1.288 3.116 -0.909 1.3 1.1 0.0
C 0.336 2.273 -0.549 -1.9 -0.8 -2.0
O -0.541 1.945 -1.363 0.4 -0.1 0.8
C 0.313 1.736 0.867 0.5 0.3 0.4
C -0.704 2.541 1.722 -0.2 -0.8 1.1
C -0.482 4.045 1.846 1.1 -0.1 0.1
S -1.532 4.883 3.060 -0.5 -0.4 0.3
C -1.059 6.636 2.879 -0.2 -1.1 0.3
N -0.086 0.283 0.823 0.0 1.4 0.4
C 0.775 -0.638 0.389 0.7 -0.7 0.1
O 1.957 -0.415 0.190 0.0 0.1 -0.2
C 0.255 -2.076 0.122 0.5 -0.5 0.3
C 0.011 -2.217 -1.373 -0.2 0.8 -1.4
C -1.125 -3.107 -1.793 0.4 0.4 -0.4
C -2.024 -2.785 -2.778 0.5 -0.8 0.6
N -2.812 -3.924 -2.938 -0.2 -0.1 0.2
C -2.439 -4.865 -2.041 1.0 1.3 -0.6
N -1.359 -4.404 -1.365 -1.9 0.5 -1.1
N 1.329 -2.995 0.510 1.2 1.8 0.6
C 1.268 -4.266 0.851 0.8 -1.7 0.2
C 2.552 -5.007 1.224 -0.9 1.0 0.8
O 0.248 -4.929 0.822 -2.1 -0.4 -0.5
H 2.176 4.498 -2.167 -0.2 0.0 -0.1
H 0.434 4.197 -2.507 0.1 0.0 -0.1
H 1.680 3.027 -2.973 0.1 -0.8 -0.8
H 2.005 3.355 -0.239 -0.1 -0.1 -0.1
H 1.362 1.910 1.230 -1.0 -0.9 0.3
H -0.726 2.077 2.745 0.0 0.3 -0.8
H -1.677 2.416 1.264 -0.4 -0.3 0.0
H 0.566 4.222 2.077 0.3 0.1 0.3
H -0.633 4.486 0.892 -0.3 0.5 -1.0
H -0.084 6.752 3.311 0.5 0.4 0.1
H -1.078 6.861 1.836 0.1 0.5 -0.7
H -1.789 7.240 3.418 0.0 -0.2 -0.1
H -1.048 0.028 1.015 0.2 0.3 -0.1
H -0.675 -2.270 0.670 0.2 -0.1 0.1
H -0.308 -1.202 -1.719 0.4 -0.7 -0.1
H 0.949 -2.497 -1.952 -1.0 0.4 0.9
H -2.070 -1.848 -3.342 -0.3 -0.8 0.2
H -3.567 -4.028 -3.636 0.7 0.0 0.8
H -2.898 -5.823 -1.965 -0.1 -0.4 0.2
H -0.897 -4.830 -0.545 0.3 0.0 0.3
H 2.245 -2.554 0.647 -0.6 0.1 -0.3
H 2.977 -4.535 2.112 0.5 0.1 -0.3
H 2.304 -6.012 1.514 -0.3 -0.3 0.0
H 3.189 -5.048 0.372 0.9 0.2 -0.4

---

Record 6
52
Properties=species:S:1:pos:R:3:forces:R:3 method="wB97M-V/def2-TZVPD" e_homo_ev=-17.55 fmax_ev_per_a=2.455 charge=+3
Zr -0.600 0.019 -0.368 1.5 -1.1 -1.6
N -0.134 0.473 1.812 -0.5 -0.3 0.6
C -1.276 0.013 2.699 0.1 -0.3 0.0
C -1.443 -1.504 2.647 0.0 0.1 -0.1
C -2.120 -2.065 1.398 0.3 0.0 0.2
N -1.185 -2.067 0.195 -0.7 -0.5 0.6
H 0.720 0.051 2.168 0.2 -0.1 0.0
H 0.000 1.473 1.952 0.0 0.1 0.0
H -2.182 0.507 2.367 -0.1 0.1 0.0
H -1.085 0.319 3.722 0.1 0.1 0.1
H -2.053 -1.794 3.501 0.0 0.0 0.0
H -0.475 -1.993 2.800 0.0 0.0 0.1
H -2.999 -1.482 1.135 -0.1 0.1 -0.1
H -2.443 -3.081 1.596 0.0 -0.1 -0.1
H -1.681 -2.510 -0.581 0.0 -0.1 -0.1
H -0.419 -2.708 0.400 0.1 0.0 0.0
N 2.601 1.571 -1.979 -0.1 0.0 0.2
C 2.913 0.341 -1.588 0.2 -0.1 0.0
N 4.051 -0.189 -1.980 0.0 -0.1 0.0
S 1.905 -0.643 -0.561 0.1 0.4 0.0
H 3.280 2.137 -2.468 0.0 0.0 0.0
H 1.829 2.062 -1.562 -0.1 0.0 0.0
H 4.733 0.324 -2.522 0.0 0.0 0.0
H 4.301 -1.125 -1.697 0.0 0.0 0.0
S -1.158 -0.721 -2.793 -0.2 -0.2 0.2
C -0.730 -0.173 -4.374 0.1 0.1 0.1
N -0.632 -1.002 -5.386 0.0 -0.1 -0.3
C -0.347 -0.306 -6.660 0.0 0.0 0.2
C -0.354 1.177 -6.226 0.0 -0.1 0.1
N -0.515 1.077 -4.754 0.0 0.2 -0.2
H -0.758 -1.999 -5.305 0.0 0.0 0.0
H -1.112 -0.535 -7.395 -0.1 0.0 0.0
H 0.617 -0.622 -7.049 0.1 0.0 0.0
H -1.182 1.732 -6.657 -0.1 0.0 0.0
H 0.573 1.685 -6.472 0.1 0.0 0.0
H -0.779 1.863 -4.186 0.0 0.0 0.1
O -0.604 2.040 -0.652 -0.3 0.9 0.0
C -1.888 2.089 -0.378 0.0 0.1 0.0
O -2.403 0.907 -0.159 -0.6 0.7 0.2
C -2.633 3.296 -0.293 -0.1 0.0 0.0
C -1.979 4.528 -0.454 0.1 0.0 0.0
C -2.706 5.693 -0.358 0.1 0.1 0.0
C -4.064 5.596 -0.103 0.1 0.1 0.3
C -4.737 4.397 0.066 -0.1 0.0 0.0
C -4.013 3.229 -0.034 0.0 -0.1 0.0
N -4.846 6.865 -0.008 -0.4 -0.1 -1.1
O -6.005 6.756 0.315 0.2 0.0 0.4
O -4.290 7.859 -0.412 0.1 0.0 0.4
H -0.915 4.563 -0.645 0.0 0.0 0.0
H -2.254 6.667 -0.476 0.0 0.0 0.0
H -5.798 4.406 0.271 0.0 0.0 0.0
H -4.501 2.270 0.079 0.0 0.0 0.0

---

Repeat the first record exactly.
48
Properties=species:S:1:pos:R:3:forces:R:3 method="wB97M-V/def2-TZVPD" smiles="O=C(Br)C[C@H]1CCC(=O)N1.CCOC(=O)OC.CCOC(=O)OC" e_homo_ev=-10.22 fmax_ev_per_a=9.493
O -0.448 0.293 3.638 -1.9 -9.3 -0.4
C -0.725 -1.013 3.478 1.8 7.0 -0.9
Br -1.185 -2.241 5.040 0.5 1.4 -1.8
C -0.699 -1.588 1.937 -1.0 -0.9 0.4
C 0.749 -2.179 1.446 0.6 1.8 -0.1
C 2.066 -1.205 1.383 2.0 -0.4 -0.5
C 3.200 -2.402 1.098 -0.8 0.4 -0.3
C 2.550 -3.717 1.901 2.8 -4.1 0.1
O 3.119 -4.931 2.078 -4.1 8.2 -1.0
N 1.190 -3.231 2.438 2.3 -0.2 -0.9
H -1.131 -0.721 1.252 1.2 -1.8 1.5
H -1.455 -2.513 1.921 1.7 2.1 0.0
H 0.658 -2.547 0.331 -0.2 0.2 2.4
H 2.245 -0.516 0.445 -1.1 -1.1 2.0
H 2.382 -0.601 2.363 -1.2 -1.4 -2.0
H 4.295 -2.138 1.421 -2.2 -0.7 -0.4
H 3.178 -2.443 -0.084 0.2 -0.7 2.5
H 1.543 -2.650 3.255 -0.8 -1.0 -0.7
C -2.635 6.329 1.057 -0.2 -0.3 0.1
C -1.155 6.644 1.197 -0.4 0.2 -0.5
O -0.609 6.043 2.378 0.4 -0.9 0.0
C -0.393 4.708 2.310 -0.1 -0.4 0.0
O -0.610 3.989 1.348 0.3 1.0 1.2
O 0.089 4.297 3.512 -0.3 0.8 -1.1
C 0.258 2.885 3.612 -0.1 -0.5 0.1
H -3.178 6.620 1.962 0.1 0.1 -0.1
H -3.063 6.857 0.200 0.1 0.0 0.1
H -2.804 5.257 0.917 0.1 0.2 -0.1
H -1.027 7.727 1.305 0.2 -0.3 0.3
H -0.588 6.338 0.310 -0.1 -0.1 0.2
H 0.882 2.500 2.799 -0.3 0.1 0.1
H -0.720 2.392 3.616 0.4 0.3 -0.2
H 0.758 2.669 4.560 -0.1 0.3 -0.1
C -2.098 -1.282 -5.444 -0.1 -0.3 0.1
C -0.618 -0.967 -5.303 -0.4 0.2 -0.6
O -0.072 -1.568 -4.122 0.4 -1.0 0.2
C 0.145 -2.903 -4.191 -0.3 -0.2 -0.4
O -0.072 -3.622 -5.152 0.4 1.0 1.3
O 0.626 -3.314 -2.988 -0.3 0.5 -0.8
C 0.795 -4.726 -2.888 0.1 -0.6 0.1
H -2.640 -0.991 -4.538 0.1 0.1 -0.1
H -2.526 -0.754 -6.301 0.1 0.0 0.1
H -2.266 -2.354 -5.584 0.1 0.2 -0.1
H -0.490 0.115 -5.196 0.2 -0.3 0.3
H -0.051 -1.273 -6.190 -0.1 -0.1 0.2
H 1.419 -5.111 -3.702 -0.3 0.1 0.1
H -0.183 -5.219 -2.884 0.2 0.0 -0.2
H 1.295 -4.942 -1.940 -0.1 0.3 -0.1